{
  "formula": "C44H114N6O20",
  "method": "ωB97M-V/def2-TZVPD",
  "symbols": ["C", "O", "C", "C", "N", "C", "C", "O", "C", "H", "H", "H", "H", "H", "H", "H", "H", "H", "H", "H", "H", "H", "H", "H", "C", "O", "C", "C", "N", "C", "C", "O", "C", "H", "H", "H", "H", "H", "H", "H", "H", "H", "H", "H", "H", "H", "H", "H", "C", "O", "C", "C", "N", "C", "C", "O", "C", "H", "H", "H", "H", "H", "H", "H", "H", "H", "H", "H", "H", "H", "H", "H", "C", "O", "C", "C", "N", "C", "C", "O", "C", "H", "H", "H", "H", "H", "H", "H", "H", "H", "H", "H", "H", "H", "H", "H", "C", "O", "C", "C", "N", "C", "C", "O", "C", "H", "H", "H", "H", "H", "H", "H", "H", "H", "H", "H", "H", "H", "H", "H", "C", "O", "C", "C", "N", "C", "C", "O", "C", "H", "H", "H", "H", "H", "H", "H", "H", "H", "H", "H", "H", "H", "H", "H", "C", "C", "O", "O", "H", "H", "H", "H", "H", "H", "C", "C", "O", "O", "H", "H", "H", "H", "H", "H", "C", "C", "O", "O", "H", "H", "H", "H", "H", "H", "C", "C", "O", "O", "H", "H", "H", "H", "H", "H"],
  "coordinates": [[1.9254, 1.8171, -8.4967], [2.0818, 0.4454, -8.2053], [1.7309, -0.4985, -9.2827], [2.2277, -1.8623, -9.0189], [3.6911, -1.9422, -9.1002], [4.0748, -3.3416, -9.0700], [5.6380, -3.4684, -9.2874], [5.7781, -3.5414, -10.7327], [7.1900, -3.5334, -11.1480], [2.2759, 2.0514, -9.5019], [2.3963, 2.5153, -7.8047], [0.8748, 2.1042, -8.4531], [2.1033, -0.1231, -10.2359], [0.6428, -0.4954, -9.3468], [1.8137, -2.3944, -9.8753], [1.8038, -2.1947, -8.0713], [4.0866, -1.4456, -9.8857], [3.7216, -3.9280, -9.9182], [3.7263, -3.9652, -8.2467], [6.0567, -4.4210, -8.9629], [6.1998, -2.6728, -8.7980], [7.5970, -4.5435, -11.1935], [7.8184, -2.8403, -10.5887], [7.3478, -3.2295, -12.1829], [-11.8846, -2.9922, 7.2915], [-11.6421, -2.3693, 6.0389], [-10.2663, -2.6073, 5.6192], [-10.0550, -1.9891, 4.2749], [-10.9521, -2.4285, 3.2661], [-10.7178, -3.8124, 2.8001], [-9.3540, -3.9273, 2.0408], [-9.3681, -3.6597, 0.6855], [-8.0670, -3.7703, 0.1415], [-11.0701, -2.7229, 7.9640], [-11.8716, -4.0429, 7.0014], [-12.8282, -2.7261, 7.7679], [-9.9916, -3.6614, 5.5795], [-9.4668, -2.2488, 6.2676], [-9.0298, -2.0763, 3.9152], [-10.2947, -0.9276, 4.3362], [-11.9026, -2.4387, 3.6073], [-11.5452, -3.8671, 2.0927], [-10.9280, -4.5656, 3.5595], [-8.9859, -4.9092, 2.3385], [-8.6008, -3.2237, 2.3952], [-8.1368, -3.6600, -0.9407], [-7.5493, -4.7180, 0.2895], [-7.4293, -3.0266, 0.6194], [-3.9613, -1.7102, 12.1566], [-2.8262, -1.1942, 11.4791], [-1.6420, -0.9926, 12.3373], [-0.5719, -0.0611, 11.8374], [0.4672, -0.6264, 11.1109], [1.6201, 0.3694, 10.9683], [2.6411, -0.0397, 9.8131], [1.8695, -0.1761, 8.6696], [2.5602, -0.6619, 7.5757], [-4.3855, -0.9441, 12.8057], [-3.5808, -2.5147, 12.7859], [-4.7497, -2.1357, 11.5357], [-1.1961, -1.9384, 12.6451], [-2.0099, -0.5910, 13.2814], [-0.1241, 0.5469, 12.6235], [-1.0392, 0.6486, 11.1547], [0.2528, -0.6920, 10.1261], [2.2292, 0.2614, 11.8657], [1.1990, 1.3630, 10.8142], [3.0156, -1.0175, 10.1159], [3.4687, 0.6216, 9.5566], [3.1766, 0.0968, 7.0936], [1.7485, -0.8873, 6.8839], [3.2027, -1.5048, 7.8303], [10.0815, -7.5555, -2.2967], [9.1113, -6.5395, -2.5087], [9.4045, -5.4003, -1.7995], [8.6129, -4.1754, -2.1993], [7.1570, -4.2918, -1.9683], [6.5434, -5.3847, -2.7552], [4.9992, -5.2860, -2.7195], [4.4689, -6.4218, -3.2377], [4.0439, -7.4255, -2.3118], [9.8153, -8.3354, -3.0102], [10.0941, -7.8691, -1.2529], [11.1061, -7.2719, -2.5373], [10.4303, -5.1592, -2.0782], [9.3818, -5.6324, -0.7348], [8.8754, -3.9410, -3.2310], [8.9584, -3.3150, -1.6261], [6.7790, -3.4978, -2.4650], [6.8771, -6.2605, -2.1987], [6.9446, -5.4252, -3.7679], [4.5897, -4.4842, -3.3340], [4.7282, -5.0801, -1.6840], [3.9390, -8.3235, -2.9206], [3.1657, -7.3556, -1.6700], [4.7755, -7.5623, -1.5154], [-3.0943, -4.2877, 3.2579], [-2.4655, -3.4956, 4.2395], [-3.1944, -2.4082, 4.7785], [-2.6785, -1.8495, 6.1427], [-3.4637, -0.8137, 6.6913], [-3.3603, 0.5152, 6.0305], [-4.2053, 1.6041, 6.7321], [-3.6358, 2.8789, 6.6890], [-3.5059, 3.4249, 5.4141], [-3.6386, -3.6404, 2.5702], [-3.6442, -5.0467, 3.8144], [-2.3041, -4.8475, 2.7577], [-4.2438, -2.6663, 4.9206], [-3.2630, -1.5799, 4.0732], [-1.6097, -1.6949, 5.9951], [-2.5943, -2.7218, 6.7908], [-3.5023, -0.8438, 7.7001], [-3.6814, 0.3868, 4.9969], [-2.3121, 0.8003, 6.1209], [-4.1784, 1.4170, 7.8056], [-5.2041, 1.7241, 6.3125], [-4.3698, 3.1236, 4.8217], [-2.6693, 3.1199, 4.7855], [-3.5578, 4.5005, 5.5827], [8.0809, 9.8842, -6.8701], [7.6255, 10.6767, -5.7287], [6.2622, 10.9879, -5.5663], [5.3695, 9.7783, -5.1102], [5.7029, 9.3446, -3.7644], [5.2290, 7.9821, -3.4190], [3.6676, 8.0983, -3.1476], [3.3383, 7.0714, -2.1865], [1.9554, 7.0794, -1.9851], [7.5748, 8.9373, -6.6819], [9.1376, 9.6172, -6.8673], [7.8481, 10.2018, -7.8865], [5.8317, 11.6140, -6.3479], [6.2208, 11.7459, -4.7842], [5.3747, 8.9488, -5.8173], [4.3199, 10.0638, -5.0389], [6.6982, 9.4885, -3.6711], [5.7173, 7.7393, -2.4753], [5.4353, 7.1758, -4.1228], [3.0829, 7.8598, -4.0361], [3.4962, 9.0956, -2.7427], [1.5749, 8.0986, -1.9178], [1.6051, 6.5987, -1.0717], [1.4720, 6.5464, -2.8038], [6.2810, 1.7234, -2.7648], [5.8447, 1.4748, -4.2503], [5.9027, 0.0513, -4.5906], [7.6425, 1.5255, -2.4638], [5.6266, 1.1822, -2.0815], [6.0518, 2.7595, -2.5161], [6.4668, 1.9549, -5.0056], [4.8312, 1.8650, -4.3442], [5.4695, -0.0031, -5.4455], [7.7148, 1.3747, -1.5185], [-5.7789, 3.2999, -5.0986], [-5.3147, 1.9243, -5.6884], [-5.0939, 1.0147, -4.6709], [-4.7910, 4.0902, -4.5364], [-6.6447, 3.2383, -4.4392], [-6.1256, 3.9725, -5.8831], [-4.3910, 2.0462, -6.2541], [-6.1589, 1.6049, -6.2995], [-4.2074, 1.1760, -4.3396], [-5.1566, 4.9607, -4.3626], [0.2675, 0.0398, -1.5688], [-0.5058, -0.4701, -0.2870], [-0.9620, 0.5924, 0.4814], [-0.4886, 0.4997, -2.6604], [0.8657, -0.7586, -2.0080], [1.0106, 0.7899, -1.2984], [0.1974, -1.0842, 0.2756], [-1.3175, -1.1743, -0.4694], [-1.5996, 1.1265, 0.0021], [0.0707, 0.6190, -3.4315], [-8.1677, 3.4354, 1.2756], [-6.9524, 2.4867, 1.3078], [-5.7764, 3.0793, 0.7111], [-8.6405, 3.5740, -0.0367], [-7.8408, 4.4284, 1.5841], [-8.9044, 3.1352, 2.0208], [-7.1151, 1.5117, 0.8485], [-6.7409, 2.3117, 2.3627], [-6.0321, 3.3843, -0.1625], [-8.8932, 2.6564, -0.1623]],
  "atomic_forces_ev_per_a": [[-0.8, -0.1, -0.7], [0.5, -0.7, -0.3], [-0.4, 2.6, 1.1], [0.8, 0.7, -0.9], [-0.9, -1.0, 1.8], [2.6, -0.6, -1.1], [-1.2, -1.1, -0.8], [2.0, 1.2, -0.2], [-0.9, -0.2, -0.3], [0.2, 0.1, -0.2], [0.5, -0.7, 0.3], [-0.4, -0.1, -0.2], [0.2, 0.2, -0.1], [-0.2, -0.1, -0.1], [-0.5, -0.8, 0.1], [0.4, -0.4, 0.0], [-0.2, -0.2, -0.2], [-0.5, 0.1, -0.5], [0.0, 0.9, 0.7], [-0.3, -0.1, 0.7], [0.0, 0.3, -0.3], [0.0, -0.2, 0.8], [-0.2, -0.2, 0.5], [-0.9, 0.4, -0.2], [0.6, -0.4, -0.7], [1.4, 0.7, -0.3], [-0.1, -0.2, 0.2], [-0.7, 1.4, 0.1], [-0.1, -1.4, -1.0], [-0.2, 1.9, -1.6], [-0.3, -0.1, 2.0], [-0.6, -1.0, -1.2], [-0.1, 0.2, -0.2], [0.0, -0.3, 0.3], [-0.1, -0.5, 1.0], [-0.1, 0.2, -0.5], [-0.7, -0.6, -0.1], [-0.5, 0.7, 0.8], [0.0, -0.1, 0.3], [0.5, 0.3, 0.4], [-0.1, 0.5, 0.2], [0.2, -0.8, -0.5], [0.7, -0.3, 0.1], [0.4, -0.5, -0.7], [-0.1, 0.1, 1.0], [0.0, 0.4, 0.2], [-0.4, -0.5, 0.4], [0.2, 0.4, -0.3], [1.2, -0.1, 1.1], [1.2, 0.5, -0.7], [-1.5, -0.5, 1.0], [-1.7, 1.6, -0.6], [4.2, -0.5, -2.2], [0.8, -1.4, -0.2], [-1.9, -0.2, 1.2], [-0.8, 0.2, 0.1], [-0.4, 0.1, -0.9], [-0.2, 0.1, 0.1], [-0.4, -0.3, 0.3], [0.4, 0.3, -0.6], [0.0, -0.4, -0.5], [-0.2, 0.3, 0.1], [-0.3, -0.3, 0.5], [-0.7, 0.6, 0.3], [-0.8, -0.7, -0.1], [-0.2, 0.7, 0.3], [0.3, 0.3, 0.1], [0.4, -0.2, 0.0], [0.1, 0.5, 0.8], [0.3, 0.3, 0.1], [0.5, -0.6, -0.3], [-0.2, -0.3, -0.1], [-0.5, 0.1, -0.5], [-0.1, -1.3, -0.9], [1.1, 1.0, 0.4], [-0.7, -0.4, 0.3], [0.0, 0.4, -1.2], [0.1, 0.0, 1.3], [1.7, 1.3, 0.5], [-2.1, -2.3, 0.1], [1.1, -0.5, -0.1], [0.0, -0.3, 0.5], [-0.2, -0.3, 0.1], [0.1, 0.6, -0.1], [0.5, 0.4, 0.4], [-0.2, 0.3, 0.4], [-0.2, -0.1, -0.4], [0.1, -0.1, 0.2], [-0.1, 0.9, 0.5], [-0.5, -0.5, -0.6], [-0.1, -0.1, -0.2], [0.4, 0.5, 0.0], [-0.3, -0.1, 0.2], [0.1, -0.1, 0.3], [-0.9, 1.1, -0.7], [0.8, -0.3, -0.3], [0.5, 0.1, 0.9], [1.1, 0.9, 1.0], [-1.1, 0.5, 0.1], [1.2, -2.4, -1.3], [-1.2, 0.7, -0.4], [-0.1, -0.8, 1.2], [0.7, -0.3, 0.2], [1.2, 0.2, 0.2], [-1.1, 0.4, -0.4], [-0.4, -0.4, -0.2], [-0.9, 0.0, -0.5], [0.0, 0.3, -0.3], [-0.3, -0.4, 0.2], [0.4, 0.1, -0.4], [0.4, 1.0, -0.1], [-0.7, 0.0, 0.5], [0.2, 0.5, -0.2], [0.3, 0.1, -0.1], [0.2, 0.5, -0.5], [-0.6, -0.4, 0.0], [-0.4, -0.6, 0.2], [-0.5, 0.2, -0.2], [0.6, 0.0, 0.5], [0.3, 0.0, -0.5], [-1.5, -1.1, 1.2], [1.5, 0.3, -1.0], [-0.9, -0.4, 0.6], [-0.3, 0.8, -0.1], [0.5, -0.5, -0.4], [-1.1, 1.6, 0.7], [1.9, -1.7, 0.4], [0.4, 0.8, 0.1], [-0.8, -0.1, 0.0], [0.0, -0.4, -0.7], [0.1, 0.8, 0.7], [-0.4, 0.7, 0.2], [-0.1, -0.7, -1.0], [0.3, -0.3, 0.6], [0.4, -0.2, -0.4], [-0.1, 0.5, -0.5], [0.2, -0.6, 0.4], [-0.2, -0.2, 0.1], [0.1, 0.1, -0.4], [-0.1, 0.5, -0.3], [-0.3, 0.0, -0.1], [-0.1, 0.2, -0.2], [0.7, -0.2, 0.2], [-0.3, 0.1, -0.3], [-0.8, 0.6, -0.7], [0.9, -1.2, 0.8], [-0.3, 1.1, 0.7], [0.3, -0.5, -0.5], [0.0, -0.6, -0.2], [-0.2, 0.4, -0.4], [0.2, 0.5, 0.4], [-0.2, -0.1, 0.1], [0.0, -0.3, -0.2], [0.1, 0.0, 0.0], [-1.0, 0.5, -1.8], [-0.6, 2.3, 0.8], [0.2, -1.1, 0.7], [1.9, 0.0, 1.3], [0.0, -0.8, 0.3], [-0.6, -0.7, -1.0], [-0.2, 0.2, -0.5], [0.2, -0.3, -0.2], [0.0, -0.1, 0.2], [0.1, -0.1, 0.0], [0.9, -1.3, 0.1], [0.6, 0.3, -1.9], [0.0, 0.6, 1.0], [-1.6, 0.6, 0.1], [0.2, -0.7, 0.6], [-0.2, 0.3, 0.6], [0.3, 0.5, 0.3], [-0.2, 0.0, -0.7], [0.0, -0.1, -0.2], [0.1, -0.1, 0.2], [1.7, 0.4, 0.6], [0.4, 1.0, 0.3], [-0.7, -0.3, 0.6], [-0.5, -0.7, 0.1], [0.2, 0.0, 0.1], [-0.4, -0.3, -0.2], [-0.5, -0.1, -0.1], [0.4, 0.0, 0.0], [-0.1, 0.0, -0.2], [-0.5, -0.1, -1.2]],
  "mulliken_charge": [-0.75, -0.26, -0.77, -0.51, -0.22, -0.62, -0.71, -0.33, -0.75, 0.31, 0.23, 0.31, 0.40, 0.38, 0.36, 0.30, 0.22, 0.32, 0.43, 0.45, 0.38, 0.28, 0.29, 0.28, -0.70, -0.35, -0.53, -0.73, -0.41, -0.70, -0.14, -0.37, -0.73, 0.29, 0.30, 0.23, 0.36, 0.47, 0.37, 0.31, 0.30, 0.40, 0.39, 0.27, 0.09, 0.27, 0.31, 0.29, -0.75, -0.26, -0.77, -0.61, -0.42, -0.69, -0.61, -0.25, -0.71, 0.31, 0.30, 0.25, 0.35, 0.41, 0.50, 0.36, 0.29, 0.36, 0.40, 0.35, 0.42, 0.28, 0.15, 0.33, -0.77, -0.26, -0.59, -0.71, -0.51, -0.23, -0.61, -0.34, -0.75, 0.24, 0.31, 0.30, 0.46, 0.36, 0.38, 0.38, 0.25, 0.21, 0.26, 0.33, 0.39, 0.26, 0.31, 0.32, -0.71, -0.37, -0.44, -0.49, -0.24, -0.30, -0.52, -0.41, -0.51, 0.30, 0.30, 0.24, 0.29, 0.28, 0.19, 0.42, 0.24, 0.19, 0.23, 0.32, 0.32, 0.15, 0.24, 0.29, -0.66, -0.36, -0.77, -0.38, -0.38, -0.68, -0.45, -0.33, -0.75, 0.25, 0.28, 0.29, 0.44, 0.34, 0.29, 0.33, 0.27, 0.43, 0.28, 0.32, 0.38, 0.31, 0.27, 0.29, -0.50, -0.34, -0.48, -0.52, 0.33, 0.32, 0.31, 0.29, 0.27, 0.32, -0.34, -0.42, -0.51, -0.52, 0.28, 0.31, 0.29, 0.29, 0.31, 0.31, -0.35, -0.42, -0.51, -0.50, 0.31, 0.28, 0.29, 0.29, 0.31, 0.30, -0.59, -0.15, -0.50, -0.49, 0.28, 0.31, 0.30, 0.18, 0.30, 0.35],
  "total_energy_ev": -97349.97040,
  "charge": 0,
  "e_homo_ev": -8.47,
  "max_force_ha_per_bohr": 0.093,
  "smiles": "COCCNCCOC.COCCNCCOC.COCCNCCOC.COCCNCCOC.COCCNCCOC.COCCNCCOC.OCCO.OCCO.OCCO.OCCO"
}